91
Properties=species:S:1:pos:R:3:forces:R:3:lowdin_charge:R:1 method="wB97M-V/def2-TZVPD" smiles="COCCCCCCC[Si@](B(O)O)(C(F)(F)CC[Si](C)(C)c1ccccc1)P(O)(O)=S.COC(=O)OC.COC(=O)OC" gap_ev=8.9 lumo_energy_ev=0.077 total_charge=0
C -2.346 3.873 6.871 -0.4819 -0.1981 0.1619 -0.1112
O -1.718 3.821 5.610 0.5520 -0.2073 0.3433 -0.1797
C -0.714 4.808 5.453 -0.9601 0.7608 -0.4033 -0.2633
C 0.033 4.588 4.161 0.2488 -0.5158 0.3911 -0.1821
C 0.996 3.400 4.225 0.4331 -0.1293 -0.3112 -0.1999
C 2.139 3.499 3.190 -0.4159 0.1522 -0.1204 -0.1995
C 1.815 2.738 1.893 -0.2172 -0.1843 0.5539 -0.2040
C 2.300 1.278 1.951 -0.3995 0.3572 -0.6214 -0.2713
C 2.521 0.677 0.552 -0.0327 0.0535 -0.0798 -0.2667
Si 3.512 -0.917 0.525 0.3425 0.6210 -0.3157 0.7620
B 5.398 -0.569 1.139 0.3228 -0.5378 0.1116 -0.6799
O 5.700 0.458 1.965 -0.0178 0.2310 -0.0422 0.1437
O 6.420 -1.389 0.688 0.1155 0.0437 0.6405 0.1053
C 3.681 -1.646 -1.261 -1.1960 -0.2795 1.0152 -0.5701
F 4.338 -2.862 -1.160 0.5093 0.0817 -0.3231 0.0113
F 4.452 -0.769 -1.967 0.3070 -0.1823 -0.3083 0.0411
C 2.331 -1.905 -1.933 -0.0296 0.8278 -0.5489 -0.1809
C 2.237 -1.478 -3.416 -0.3667 -0.7378 -0.3105 -0.2271
Si 1.547 -2.840 -4.544 -0.1966 0.2051 -0.0142 0.6016
C -0.026 -3.606 -3.815 0.6256 0.4439 -0.5762 -0.1617
C 2.832 -4.180 -4.812 -0.1476 -0.0863 0.0173 -0.1654
C 1.044 -1.972 -6.154 0.4700 -1.1597 1.4812 -0.2538
C 1.608 -0.770 -6.480 0.8032 0.8873 0.3530 -0.1087
C 1.239 -0.102 -7.618 0.5211 0.5920 0.3468 -0.0903
C 0.294 -0.672 -8.409 -0.5027 1.2173 -1.9778 -0.1325
C -0.280 -1.868 -8.122 -0.9696 -1.1885 -0.1256 -0.0926
C 0.094 -2.529 -6.983 -0.0216 -0.4987 0.3735 -0.0934
P 2.703 -2.573 1.798 -0.3241 -0.1966 1.0667 0.1126
O 4.016 -3.521 2.084 -0.3825 -0.0490 -0.8952 -0.2686
O 1.691 -3.511 0.917 0.6927 -0.0703 0.1474 -0.2527
S 1.928 -2.015 3.462 -0.1582 0.1668 -0.1209 0.2915
H -1.775 4.426 7.621 0.1749 -0.0442 -0.0813 0.0828
H -2.501 2.855 7.231 0.0910 -0.0370 0.0091 0.0802
H -3.338 4.334 6.814 0.0556 0.1378 -0.1568 0.0848
H -0.043 4.871 6.317 0.0687 -0.3180 0.0021 0.1205
H -1.227 5.782 5.392 0.1312 0.0625 0.0774 0.1227
H -0.684 4.396 3.364 -0.0880 0.3109 -0.0813 0.1208
H 0.573 5.512 3.949 0.0700 0.0028 -0.1262 0.1120
H 1.433 3.286 5.219 -0.1425 0.1668 0.1322 0.1108
H 0.434 2.486 4.021 0.0014 -0.0934 0.2291 0.1101
H 2.277 4.557 2.957 0.1954 0.0136 0.0293 0.0986
H 3.069 3.133 3.627 0.0691 0.0072 -0.0883 0.1032
H 2.170 3.270 1.009 0.1904 -0.0897 -0.0166 0.1063
H 0.723 2.701 1.846 -0.0340 0.1787 -0.4468 0.1083
H 1.508 0.704 2.426 0.3359 -0.2082 0.4512 0.0700
H 3.225 1.243 2.525 -0.0436 -0.2478 0.1083 0.0943
H 1.585 0.590 -0.005 -0.1048 -0.0204 0.1212 0.0815
H 3.123 1.398 -0.014 0.1333 -0.1775 -0.1407 0.0902
H 6.634 0.415 2.214 -0.0140 0.1283 -0.0545 0.1170
H 6.327 -2.292 1.017 -0.0949 -0.1068 -0.4834 0.0962
H 1.588 -1.321 -1.385 -0.0864 -0.0654 0.0294 0.0960
H 2.034 -2.940 -1.786 0.3008 -0.1440 0.1725 0.0881
H 1.550 -0.639 -3.521 0.1211 0.1815 0.0291 0.0801
H 3.192 -1.182 -3.850 0.0715 0.0971 0.2245 0.0750
H -0.299 -4.443 -4.459 -0.1490 -0.1390 0.2090 0.0272
H 0.102 -3.928 -2.785 -0.1383 -0.1133 0.0435 0.0217
H -0.803 -2.845 -3.897 -0.1766 -0.0880 0.2071 0.0372
H 2.489 -4.953 -5.503 -0.1315 0.0627 -0.0398 0.0302
H 3.769 -3.793 -5.212 0.0663 0.0825 0.0906 0.0327
H 3.027 -4.686 -3.863 0.1540 0.0495 0.0357 0.0285
H 2.350 -0.305 -5.843 0.0521 -0.0843 0.1268 0.0969
H 1.672 0.860 -7.848 0.0204 0.0441 -0.1387 0.1095
H -0.010 -0.141 -9.306 -0.0521 -0.0629 -0.0210 0.1122
H -1.048 -2.302 -8.748 0.0249 0.1258 -0.1749 0.1123
H -0.336 -3.481 -6.699 -0.1997 -0.0360 -0.2029 0.1009
H 3.745 -4.443 2.197 0.2624 -0.0020 0.3126 0.0679
H 2.066 -4.396 0.821 -0.2559 -0.0107 -0.3054 0.0671
C -6.571 -0.024 10.484 -0.2126 0.0444 0.1197 -0.0424
O -5.361 0.357 9.828 0.0144 0.0376 -0.0048 0.0026
C -4.640 -0.669 9.371 0.0288 0.0539 -0.0178 -0.6247
O -4.928 -1.833 9.470 -0.0043 0.0078 0.0059 0.1247
O -3.547 -0.179 8.787 -0.0007 0.0503 0.0064 -0.0002
C -2.674 -1.173 8.245 0.2233 -0.0735 -0.1316 -0.0376
H -7.056 0.894 10.804 0.1303 0.0768 -0.0688 0.0922
H -7.229 -0.556 9.798 0.0621 -0.0978 0.0290 0.0974
H -6.358 -0.639 11.357 0.0037 -0.0924 -0.0758 0.0973
H -3.179 -1.749 7.472 -0.0453 -0.0648 0.0904 0.0986
H -2.308 -1.832 9.031 -0.1081 -0.0602 -0.0124 0.0974
H -1.834 -0.645 7.804 -0.0800 0.1363 0.0449 0.0925
C -6.829 0.782 -7.767 -0.2406 -0.0468 -0.0399 -0.0426
O -5.681 1.628 -7.683 0.0058 0.0348 -0.0060 0.0036
C -4.558 0.993 -7.343 0.0046 0.0533 -0.0113 -0.6234
O -4.455 -0.184 -7.114 -0.0072 0.0057 -0.0075 0.1233
O -3.573 1.888 -7.301 -0.0034 0.0644 0.0086 0.0078
C -2.300 1.342 -6.946 0.2529 0.0075 0.0731 -0.0335
H -7.665 1.416 -8.049 0.1113 0.1236 0.0009 0.0924
H -6.688 0.017 -8.528 0.0561 -0.0625 0.0850 0.0970
H -7.039 0.322 -6.803 0.0799 -0.0831 -0.0315 0.0972
H -1.983 0.599 -7.673 -0.0746 -0.0976 0.0770 0.0754
H -2.334 0.907 -5.948 -0.0437 -0.1195 -0.0615 0.1018
H -1.588 2.163 -6.946 -0.1551 0.1188 -0.0627 0.0958

=====

75
Properties=species:S:1:pos:R:3:forces:R:3:lowdin_charge:R:1 method="wB97M-V/def2-TZVPD" spin_multiplicity=2 de_lowest_kcal_mol=0.00 s_squared=0.758 gap_ev="6.4 / 6.2" lumo_energy_ev="-9.901 / -10.161" total_charge=+3
Re -1.008 0.687 -0.151 -0.2547 0.1676 -0.0841 1.0495
N -1.769 0.986 -3.618 0.0680 0.0372 0.0068 0.1514
C -2.635 0.300 -2.861 -0.0521 -0.0956 0.0756 -0.6726
N -2.498 0.126 -1.545 0.1427 0.1626 -0.1751 -0.1346
C -3.611 -0.521 -1.012 0.0243 0.0591 0.0107 -0.3699
C -4.530 -0.903 -1.910 -0.0994 -0.0695 -0.0550 -0.2780
S -4.061 -0.412 -3.498 0.0008 0.0173 -0.0119 1.1757
C -3.576 -0.654 0.425 0.0888 -0.0048 0.0494 -0.3267
C -4.455 -1.225 1.249 -0.0696 -0.0630 0.0323 -0.2762
S -3.916 -1.142 2.885 -0.0216 -0.0082 0.0567 1.1779
C -2.487 -0.333 2.391 -0.1793 0.0047 -0.0234 -0.6322
N -2.420 -0.114 1.056 -0.0275 -0.1159 0.1942 -0.1121
N -1.585 0.021 3.291 0.0436 -0.1105 -0.0966 0.1667
H -1.219 1.708 -3.182 0.0393 -0.0039 -0.0200 0.0954
H -1.972 1.130 -4.596 0.0095 -0.0118 -0.0004 0.1310
H -5.456 -1.431 -1.751 0.0008 0.0038 -0.0002 0.1062
H -5.395 -1.695 1.006 0.0074 -0.0075 -0.0171 0.1097
H -1.757 -0.154 4.270 -0.0146 0.0056 0.0042 0.1380
H -0.823 0.643 3.075 0.0308 0.0581 0.0341 0.0246
C 2.154 -1.379 0.105 0.0044 -0.0114 0.0212 -0.3573
C 2.098 -0.706 1.469 -0.0241 -0.0755 -0.0110 -0.3751
As 1.119 0.969 1.335 -0.1655 0.3036 -0.1801 1.2044
C 2.267 2.140 0.324 -0.0096 0.0709 0.1212 -0.3776
C 2.915 3.195 0.958 0.0377 0.0060 -0.0191 -0.0713
C 3.722 4.052 0.218 -0.0107 -0.0237 -0.0096 -0.0300
C 3.880 3.858 -1.146 -0.0054 -0.0011 0.0079 -0.0316
C 3.230 2.806 -1.782 0.0031 -0.0043 -0.0068 -0.0500
C 2.420 1.953 -1.049 0.0501 0.0284 -0.0373 -0.1446
C 1.084 1.723 3.101 0.0584 0.0228 0.0082 -0.4293
C 0.118 2.672 3.439 0.0426 0.0611 0.0168 -0.1350
C 0.152 3.282 4.685 -0.0176 0.0008 -0.0155 -0.0391
C 1.150 2.948 5.592 0.0115 -0.0145 -0.0058 -0.0252
C 2.113 2.004 5.258 -0.0154 0.0082 0.0093 -0.0311
C 2.086 1.391 4.013 -0.0433 0.0055 0.0226 -0.0831
As 0.492 -1.250 -0.903 -0.1453 0.1387 0.0116 1.2305
C 0.919 -1.625 -2.724 0.0245 -0.0527 -0.0217 -0.3809
C 1.079 -2.969 -3.061 -0.0200 0.0179 -0.0314 -0.0906
C 1.510 -3.300 -4.337 -0.0102 0.0199 0.0112 -0.0317
C 1.781 -2.299 -5.261 0.0134 -0.0221 -0.0085 -0.0266
C 1.633 -0.962 -4.915 0.0041 0.0105 -0.0059 -0.0464
C 1.204 -0.618 -3.642 0.0146 -0.0513 0.0161 -0.1253
C -0.736 -2.588 -0.289 0.0365 -0.1125 -0.1151 -0.3951
C -0.680 -3.074 1.017 -0.0530 -0.0360 -0.0503 -0.0940
C -1.581 -4.051 1.415 0.0267 0.0177 0.0015 -0.0452
C -2.522 -4.538 0.514 -0.0079 -0.0065 -0.0023 -0.0305
C -2.572 -4.052 -0.786 -0.0040 -0.0009 0.0108 -0.0392
C -1.683 -3.067 -1.193 0.0088 -0.0689 0.0619 -0.1190
H 2.396 -2.442 0.172 -0.0011 0.0107 0.0063 0.1035
H 2.898 -0.912 -0.541 0.0293 -0.0006 0.0185 0.0853
H 3.106 -0.492 1.821 0.0118 0.0196 0.0009 0.0932
H 1.603 -1.320 2.221 0.0065 -0.0101 -0.0023 0.0699
H 2.803 3.352 2.023 -0.0004 0.0167 -0.0084 0.1059
H 4.229 4.869 0.713 0.0015 0.0028 -0.0037 0.1260
H 4.512 4.525 -1.717 0.0021 -0.0009 -0.0008 0.1260
H 3.365 2.648 -2.844 0.0026 0.0080 -0.0019 0.1180
H 1.934 1.132 -1.566 -0.0281 -0.0263 0.0354 0.0400
H -0.673 2.943 2.746 0.0105 0.0067 -0.0277 0.0937
H -0.594 4.021 4.942 0.0036 0.0010 0.0104 0.1241
H 1.178 3.428 6.561 0.0033 0.0011 -0.0002 0.1276
H 2.892 1.749 5.963 -0.0017 0.0029 0.0043 0.1266
H 2.856 0.671 3.768 0.0057 -0.0182 -0.0138 0.1066
H 0.870 -3.754 -2.344 0.0043 -0.0121 -0.0124 0.1136
H 1.639 -4.339 -4.608 -0.0036 -0.0016 -0.0003 0.1267
H 2.119 -2.562 -6.254 0.0025 0.0002 0.0008 0.1276
H 1.863 -0.188 -5.635 -0.0081 -0.0004 0.0004 0.1216
H 1.110 0.425 -3.376 -0.0439 0.0624 -0.0121 0.0744
H 0.073 -2.728 1.713 0.0038 0.0070 0.0158 0.0935
H -1.529 -4.455 2.417 -0.0051 0.0004 0.0017 0.1246
H -3.206 -5.317 0.824 0.0002 0.0003 -0.0050 0.1270
H -3.289 -4.454 -1.489 0.0018 0.0005 0.0049 0.1256
H -1.702 -2.708 -2.216 -0.0173 0.0009 0.0126 0.1095
I -2.937 3.361 -0.401 0.2563 -0.3319 0.0752 0.9346
C -0.894 2.728 -0.249 0.2145 0.0763 0.2787 -0.8541
H -0.476 3.252 0.609 0.0665 0.0609 -0.0790 -0.0385
H -0.324 3.040 -1.134 -0.0589 -0.1324 -0.0786 0.0133

=====

Going through the records in order, we get strongest force on any atom values of 0.046 0.008 hartree/bohr.